Record 1
CH8Na6O7 as an isolated structure at a distorted geometry. Source: the Open Molecules 2025 dataset; level of theory: the ωB97M-V functional and the def2-TZVPD basis.

As for the HOMO energy: -0.7798 Ha. The calculation puts the energy above the lowest of the compared OMol25 structures with the same formula, charge and spin at 48.8 kcal per mole. For the LUMO energy, the calculation gives -15.584 eV. The total charge is +4. For the orbital gap, the calculation gives 0.207 Eh.

CARTESIAN COORDINATES (ANGSTROEM)
Na (-0.95201, -2.74626, 1.21428)
Na (-1.01920, -3.85172, -2.25850)
Na (1.23938, 2.03012, -2.73039)
Na (3.08994, -0.05884, 0.01222)
Na (2.63103, -0.79890, -3.54894)
Na (-0.50737, -1.12044, -3.44036)
C (0.19962, -0.73614, -0.61221)
O (0.14611, -0.37088, 0.56368)
O (1.08907, -0.37464, -1.51485)
O (-0.55355, -1.75773, -0.96465)
O (-2.95452, -0.16835, -1.00787)
H (-2.38781, -0.93922, -0.92175)
H (-2.91330, 0.28428, -0.15469)
O (0.68709, -0.66747, 3.39402)
H (1.64109, -0.54946, 3.39638)
H (0.37875, -0.52425, 2.49844)
O (1.35954, 2.65601, -0.31700)
H (1.56731, 3.20232, 0.45520)
H (0.62622, 2.10415, -0.01064)
O (-1.38216, 1.73513, 1.89613)
H (-0.96415, 1.12650, 1.28508)
H (-1.02107, 1.52580, 2.76641)

Mulliken atomic charge list, values in e, 4 entries: 0.93, 1.01, 0.96, 0.94



Record 2
A 2-piece molecular cluster, C3H9NO3S overall at a distorted geometry. Source: the Open Molecules 2025 dataset; level of theory: the ωB97M-V functional and the def2-TZVPD basis.

As for the HOMO energy (spin up / spin down): -0.2671 / -0.3926 Ha. The calculation puts the energy above the lowest of the compared OMol25 structures with the same formula, charge and spin at 0.0 kcal per mole. For the LUMO energy (spin up / spin down), the calculation gives 0.572 / -1.356 eV. For the orbital gap (spin up / spin down), the calculation gives 0.288 / 0.343 Eh. As for the expectation value of S²: 2.007. The spin multiplicity is 3.

CARTESIAN COORDINATES (ANGSTROEM)
C (2.49135, 0.35832, 1.68801)
C (-2.21137, -0.21283, 0.94576)
C (-0.48630, -1.15340, -0.38211)
N (-1.41541, 0.15993, -2.39939)
O (-0.46125, 1.46418, -0.51473)
O (1.12929, 0.18250, -1.93689)
O (-1.31463, -1.13315, 0.58217)
S (-0.14284, 0.30391, -1.27623)
H (2.29193, 1.25649, 0.97334)
H (2.67304, 0.82081, 2.70395)
H (3.30770, -0.30353, 1.38838)
H (-2.15871, 0.83604, 0.54999)
H (1.52214, -0.27887, 1.78285)
H (-2.73416, -0.56005, 1.87800)
H (0.31803, -1.97268, -0.24163)
H (-1.39452, 0.97231, -2.95269)
H (-1.41428, -0.74000, -2.78879)

Mulliken atomic charge list, values in e, 4 entries: -0.77, -0.48, -0.20, -0.44



Record 3
C40H54BBrN4O8PTa as an isolated structure. Source: the Open Molecules 2025 dataset; level of theory: the ωB97M-V functional and the def2-TZVPD basis.

As for the HOMO energy: -0.4748 Ha. For the LUMO energy, the calculation gives -5.599 eV. The total charge is +2. For the orbital gap, the calculation gives 0.269 Eh.

CARTESIAN COORDINATES (ANGSTROEM)
Ta (0.71588, 0.13746, 0.78366)
C (3.75152, -1.45502, 0.88151)
C (3.31429, -2.71384, 1.59741)
C (1.93263, -3.25570, 1.34374)
C (1.82799, -4.63446, 1.20535)
C (0.59130, -5.25315, 1.18132)
C (-0.52428, -4.45315, 1.32043)
C (-0.34321, -3.08659, 1.40874)
N (0.83984, -2.46113, 1.39632)
N (3.06305, -0.22887, 1.36879)
C (3.33187, -0.10253, 2.82455)
C (2.13021, -0.41805, 3.65206)
C (2.30188, -0.84545, 4.95543)
C (1.20314, -0.98633, 5.78563)
C (-0.03870, -0.66715, 5.27091)
C (-0.14053, -0.27520, 3.95053)
N (0.91443, -0.17300, 3.12104)
C (3.66154, 0.93611, 0.65417)
C (3.06979, 2.16920, 1.26592)
C (3.74725, 3.35881, 1.43092)
C (3.12916, 4.37898, 2.13808)
C (1.87234, 4.15421, 2.68311)
C (1.25338, 2.94268, 2.45336)
N (1.83567, 1.97569, 1.73947)
H (3.59028, -1.54184, -0.18573)
H (4.82336, -1.30893, 1.05000)
H (3.41548, -2.59304, 2.67959)
H (4.02926, -3.49390, 1.33841)
H (2.73404, -5.22198, 1.15014)
H (0.51056, -6.32746, 1.08460)
H (-1.52522, -4.86009, 1.34997)
H (-1.21538, -2.47033, 1.51853)
H (3.62114, 0.91957, 3.06512)
H (4.18472, -0.71701, 3.11213)
H (3.30355, -1.04584, 5.31249)
H (1.31954, -1.31875, 6.80827)
H (-0.93740, -0.72642, 5.86780)
H (-1.10800, -0.04416, 3.54331)
H (3.42847, 0.85671, -0.41149)
H (4.74948, 0.93395, 0.76403)
H (4.74387, 3.47133, 1.02625)
H (3.63073, 5.32592, 2.28511)
H (1.36708, 4.90751, 3.26999)
H (0.25766, 2.74207, 2.82441)
C (-4.70873, -0.39133, 2.74262)
C (-3.70133, -1.08340, 1.84553)
C (-3.74394, -2.58391, 2.10043)
O (-2.36903, -0.60816, 2.21565)
B (-1.59838, -0.45802, 1.09008)
O (-2.35686, -0.61364, -0.04290)
C (-3.77497, -0.70597, 0.33770)
C (-4.43050, -1.74126, -0.55504)
C (-4.41746, 0.65125, 0.11150)
H (-4.57970, -0.73526, 3.76872)
H (-5.72576, -0.63710, 2.43470)
H (-4.58964, 0.68983, 2.72143)
H (-3.43346, -2.78606, 3.12579)
H (-3.10410, -3.14182, 1.41780)
H (-4.75909, -2.95945, 1.97303)
H (-3.90945, -2.69648, -0.52346)
H (-4.42996, -1.38438, -1.58483)
H (-5.46793, -1.90103, -0.25719)
H (-3.89331, 1.44433, 0.64572)
H (-5.45676, 0.63580, 0.43900)
H (-4.41689, 0.88493, -0.95074)
C (3.02528, 2.57210, -3.46945)
C (2.06562, 1.44252, -3.77578)
C (0.65033, 1.94408, -3.98856)
C (2.55125, 0.55317, -4.89960)
O (2.09962, 0.61163, -2.51132)
P (1.01214, -0.32417, -1.94959)
O (-0.13476, 0.36398, -1.21068)
O (1.62502, -0.97072, -0.66381)
O (0.65217, -1.32363, -3.06150)
C (-0.55316, -2.22446, -3.18849)
C (-0.17934, -3.12925, -4.34168)
C (-0.72049, -2.98541, -1.89310)
C (-1.74280, -1.33748, -3.49820)
H (3.08478, 3.23866, -4.33009)
H (4.02483, 2.18209, -3.27449)
H (2.67228, 3.14084, -2.60996)
H (0.62771, 2.57996, -4.87359)
H (0.31306, 2.53090, -3.13492)
H (-0.04292, 1.11841, -4.16503)
H (2.58544, 1.13760, -5.81962)
H (1.88144, -0.29080, -5.05625)
H (3.55550, 0.18282, -4.69532)
H (0.69595, -3.72994, -4.09658)
H (0.02685, -2.54577, -5.23806)
H (-1.01144, -3.80040, -4.55605)
H (0.20944, -3.48532, -1.61560)
H (-1.48716, -3.74918, -2.03419)
H (-1.05055, -2.32428, -1.09315)
H (-1.58562, -0.78958, -4.42734)
H (-1.92821, -0.64022, -2.68002)
H (-2.63018, -1.96037, -3.62079)
Br (-1.56617, 7.40364, -2.07699)
C (-1.85922, 5.56097, -1.79711)
C (-3.01653, 4.96569, -2.28193)
C (-3.22416, 3.60925, -2.08241)
C (-2.29512, 2.85259, -1.38384)
C (-1.14885, 3.46444, -0.90100)
C (-0.90986, 4.81670, -1.12144)
C (-0.09509, 2.64188, -0.26349)
O (1.07186, 2.73430, -0.61202)
O (-0.47227, 1.78094, 0.67799)
H (-3.74274, 5.55982, -2.81908)
H (-4.11845, 3.14649, -2.47964)
H (-2.41651, 1.78954, -1.23628)
H (0.00458, 5.27624, -0.77081)

Mulliken atomic charge list, values in e, 4 entries: 2.87, -1.38, -1.31, 0.79